(1)
A cluster of 2 separate species, C6H10O in total. Source: the OMol25 dataset; level of theory: ωB97M-V/def2-TZVPD.

Cartesian coordinates (Å):
1 H -2.728 -1.015 0.343
2 H 2.958 -0.778 -0.901
3 C 1.244 0.019 0.246
4 C -2.175 -0.084 0.465
5 C 0.217 -1.116 0.247
6 H 0.090 1.815 -0.407
7 C 0.162 1.089 0.416
8 H -2.641 0.065 -1.836
9 O 2.422 -0.009 1.015
10 H -1.983 0.062 -1.469
11 C -0.852 -0.046 0.420
12 H 0.311 -1.796 1.099
13 H 0.225 1.634 1.362
14 H 0.178 -1.709 -0.678
15 H 2.914 1.062 -0.764
16 H -2.778 0.822 0.481
17 C 2.547 0.101 -0.402

Results
HOMO-LUMO gap in hartree: 0.3743
Relative energy (zero: lowest compared OMol25 entry of this formula, charge and spin) in eV: 3.611
HOMO level in eV: -9.184

Löwdin atomic charge list, values in e, 6 entries: atom 1 (H): 0.0736, atom 2 (H): 0.1153, atom 3 (C): -0.4454, atom 4 (C): -0.0481, atom 5 (C): -0.0337, atom 6 (H): 0.1220

---

(2)
A cluster of 2 separate species, C3H8N4 in total. Source: the OMol25 dataset; level of theory: ωB97M-V/def2-TZVPD.

Cartesian coordinates (Å):
1 N -0.542 -1.361 0.399
2 N 0.581 -1.223 -0.862
3 N 0.459 1.110 -0.216
4 N 2.515 0.083 0.341
5 H -0.413 -1.080 1.345
6 H -1.240 1.475 1.148
7 H 0.908 2.056 -0.479
8 H -1.583 -0.532 -1.065
9 C -0.952 1.078 0.021
10 H -1.242 2.052 -0.650
11 H 1.285 -1.914 0.240
12 C -1.555 -0.453 -0.091
13 H -2.599 -0.516 0.092
14 C 1.336 0.058 -0.267
15 H 3.042 -0.833 0.045

Results
HOMO-LUMO gap in hartree: 0.3406
Relative energy (zero: lowest compared OMol25 entry of this formula, charge and spin) in eV: 7.752
HOMO level in eV: -8.811

Löwdin atomic charge list, values in e, 6 entries: atom 1 (N): -0.0965, atom 2 (N): 0.0955, atom 3 (N): -0.0624, atom 4 (N): 0.0577, atom 5 (H): 0.0736, atom 6 (H): 0.1282

---

(3)
An isolated molecule of CH6S2Si. Source: the OMol25 dataset; level of theory: ωB97M-V/def2-TZVPD.

Cartesian coordinates (Å):
1 C 1.273 0.120 0.483
2 H -0.987 0.638 1.699
3 H 1.644 0.969 1.139
4 S 2.198 0.106 -1.144
5 H -2.728 -1.464 -0.204
6 S -2.839 -0.353 -0.826
7 H 1.281 -0.942 0.821
8 H 1.878 -1.094 -1.338
9 Si -0.789 0.436 0.250
10 H -0.930 1.585 -0.881

Results
HOMO-LUMO gap in hartree: 0.3039
Relative energy (zero: lowest compared OMol25 entry of this formula, charge and spin) in eV: 1.750
HOMO level in eV: -8.849

Löwdin atomic charge list, values in e, 6 entries: atom 1 (C): -0.6944, atom 2 (H): -0.0874, atom 3 (H): 0.0350, atom 4 (S): 0.5963, atom 5 (H): -0.3399, atom 6 (S): 0.2833

---

(4)
An isolated molecule of C9H11F2NO2S. Source: the OMol25 dataset; level of theory: ωB97M-V/def2-TZVPD.

Cartesian coordinates (Å):
1 F -0.548 -2.574 1.040
2 H -3.664 1.215 -0.266
3 F -2.256 -1.183 2.977
4 H 4.657 0.853 -0.429
5 H 3.754 -0.946 -2.044
6 H -0.220 -0.662 1.890
7 N -2.996 0.838 -0.886
8 C 1.819 -0.851 -1.375
9 H -2.794 -1.730 1.132
10 O -1.478 1.939 0.647
11 O -0.826 1.672 -1.739
12 C 0.891 -0.253 -0.482
13 H 0.645 1.414 1.004
14 C -0.580 -0.514 -0.327
15 H -2.488 0.105 1.558
16 C -0.898 -1.227 1.185
17 H -3.382 0.237 -1.571
18 C 3.581 0.600 -0.521
19 S -1.402 1.081 -0.521
20 C 1.360 0.773 0.372
21 C 2.661 1.142 0.376
22 H 2.810 2.100 0.994
23 H -1.101 -1.127 -1.066
24 C 3.127 -0.424 -1.366
25 C -2.237 -0.993 1.598
26 H 1.565 -1.484 -2.179

Results
HOMO-LUMO gap in hartree: 0.3549
Relative energy (zero: lowest compared OMol25 entry of this formula, charge and spin) in eV: 0.548
HOMO level in eV: -9.379

Löwdin atomic charge list, values in e, 6 entries: atom 1 (F): 0.0186, atom 2 (H): 0.0622, atom 3 (F): -0.0322, atom 4 (H): 0.1137, atom 5 (H): 0.0934, atom 6 (H): 0.1691

---

(5)
A structure of composition C33H40LaN10OSTe. Source: the OMol25 dataset; level of theory: ωB97M-V/def2-TZVPD.

Cartesian coordinates (Å):
1 C -1.259 -1.752 3.448
2 H 6.570 -2.641 -1.053
3 C 0.825 0.585 -2.282
4 H 2.137 4.623 0.914
5 C -0.855 4.143 1.243
6 C 5.264 -0.970 -0.399
7 H -2.257 1.891 2.667
8 C -0.734 -0.972 -3.211
9 H 0.887 3.174 -0.306
10 N 1.178 -3.408 0.689
11 N 0.211 4.832 1.754
12 C -1.637 -2.819 -0.838
13 C -2.945 -2.374 -0.896
14 C 2.714 -0.142 -3.353
15 H -1.565 4.986 4.229
16 H -3.398 3.173 3.293
17 H 0.203 4.362 -1.476
18 H -2.394 -1.896 5.162
19 C 1.663 -1.215 -3.525
20 H 3.670 0.270 0.220
21 H 1.098 4.040 3.466
22 C 4.595 -3.194 -0.725
23 C 1.290 5.317 1.077
24 C -2.734 2.913 2.483
25 C -4.456 -0.493 -1.546
26 H 1.229 -1.040 -4.459
27 H -5.613 1.368 -2.075
28 H 1.748 -4.077 -1.220
29 C 5.577 -2.266 -0.727
30 H -0.672 -0.570 -4.156
31 H -1.230 -0.658 3.443
32 N 2.970 -1.603 -0.196
33 H 3.347 -0.003 -4.254
34 C -4.809 0.868 -1.513
35 H 3.668 2.239 -2.524
36 C -3.325 -0.955 -0.901
37 C 0.306 4.721 3.203
38 H -1.458 2.603 -1.932
39 C -0.424 2.533 -1.827
40 C 2.574 2.219 -2.369
41 H 4.845 -4.284 -0.903
42 N -0.525 -2.319 2.470
43 La 0.130 -1.178 0.317
44 C -1.094 -4.473 3.369
45 H 0.063 2.901 -2.713
46 H -2.982 -5.861 -1.562
47 H 2.593 2.166 -1.219
48 H -1.592 -0.515 -2.653
49 H 2.695 -4.737 0.053
50 H 5.932 -0.100 -0.429
51 C -2.884 1.156 -0.081
52 C 3.278 -2.845 -0.442
53 C -2.773 -4.872 -1.384
54 H -5.071 -1.277 -1.973
55 C -1.885 -2.469 4.430
56 C 3.983 -0.690 -0.050
57 C -1.066 4.251 3.656
58 C 0.643 -4.327 1.465
59 H 2.133 3.137 -2.665
60 Te 1.264 1.029 2.400
61 N -2.513 -0.107 -0.225
62 H 1.914 -2.269 -3.306
63 H 3.356 -0.493 -2.532
64 N -0.097 1.134 -1.600
65 H 1.637 6.175 1.632
66 C -1.882 -3.856 4.360
67 C -1.605 -4.239 -1.103
68 H -2.148 1.758 0.486
69 H 0.681 5.720 3.553
70 H -1.015 3.265 4.278
71 H -1.050 -2.034 -3.317
72 N -1.706 3.938 2.345
73 H -4.254 2.712 -0.593
74 H -2.466 -4.504 5.046
75 C -4.059 1.645 -0.678
76 H -0.799 -5.004 -1.023
77 H -3.349 2.828 1.548
78 N 1.934 1.067 -2.940
79 O 0.768 -5.577 1.476
80 S -4.113 -3.790 -1.310
81 N 0.590 -0.804 -2.527
82 H 1.055 5.719 0.071
83 C -0.394 -3.663 2.491
84 C 2.164 -3.844 -0.214
85 H -1.055 -5.554 3.241
86 N -1.213 3.753 0.036
87 C -0.030 3.519 -0.805

Results
Charge: -1
HOMO-LUMO gap in hartree: 0.1784
Relative energy (zero: lowest compared OMol25 entry of this formula, charge and spin) in eV: 1.263
HOMO level in eV: -2.531

Löwdin atomic charge list, values in e, 6 entries: atom 1 (C): -0.1575, atom 2 (H): 0.1177, atom 3 (C): -0.4601, atom 4 (H): 0.0922, atom 5 (C): -0.3593, atom 6 (C): -0.0839

---

(6)
A structure of composition C5H18LiN6O5. Source: the OMol25 dataset; level of theory: ωB97M-V/def2-TZVPD.

Cartesian coordinates (Å):
1 C -16.095 -0.832 0.741
2 H -23.413 1.807 5.045
3 H -17.127 -0.487 0.669
4 N -19.687 -5.958 8.086
5 N -19.219 -6.598 6.054
6 O -15.322 0.488 2.656
7 H -15.271 1.287 0.751
8 O -14.994 -0.784 8.830
9 Li -17.213 -1.097 4.880
10 H -22.864 3.453 5.574
11 H -15.584 0.572 10.782
12 C -21.501 2.194 5.130
13 H -14.174 -0.094 0.959
14 O -20.354 1.829 5.053
15 N -14.823 -0.077 10.925
16 H -13.392 -2.428 9.588
17 H -19.672 -5.203 8.757
18 N -22.496 1.444 4.829
19 O -19.423 -4.462 6.497
20 N -21.867 3.353 5.441
21 H -21.224 4.102 5.655
22 O -15.979 -2.032 1.549
23 H -15.948 -1.065 -0.313
24 C -19.435 -5.588 6.853
25 H -19.999 -6.887 8.331
26 H -16.392 -2.767 1.090
27 H -14.406 -0.162 11.841
28 H -19.162 -6.512 5.049
29 H -14.568 0.987 2.978
30 H -13.159 -1.602 11.142
31 H -22.239 0.467 4.848
32 N -13.595 -1.679 10.234
33 C -14.514 -0.818 9.901
34 H -19.197 -7.449 6.597
35 C -15.156 0.306 1.211

Results
Charge: +1
HOMO-LUMO gap in hartree: 0.3034
Relative energy (zero: lowest compared OMol25 entry of this formula, charge and spin) in eV: 5.715
HOMO level in eV: -12.022

Löwdin atomic charge list, values in e, 6 entries: atom 1 (C): -0.2265, atom 2 (H): 0.1163, atom 3 (H): 0.1087, atom 4 (N): 0.1610, atom 5 (N): 0.1682, atom 6 (O): -0.1011